16
Properties=species:S:1:pos:R:3:forces:R:3:lowdin_charge:R:1 method="wB97M-V/def2-TZVPD" spin_multiplicity=1 lumo_energy_ev=0.78 homo_energy_ev=-8.5 relative_energy_kj_mol=367.67
C 2.593 -1.324 0.132 0.64 -1.62 2.33 -0.23
C 0.937 0.176 0.037 1.14 1.12 -4.27 -0.21
C -1.969 1.037 0.138 0.48 -0.13 -0.18 -0.33
H 2.589 -2.356 -0.432 0.83 1.73 1.62 0.08
H 1.965 -1.483 1.327 2.35 0.17 -3.27 0.13
H 3.693 -0.767 0.301 -2.79 -2.04 -0.41 0.12
H 0.793 0.117 1.121 -0.09 -0.02 -0.22 0.11
H 0.093 1.112 -1.706 0.27 0.24 2.74 0.18
H -0.717 2.773 0.315 -0.45 -0.73 -0.13 0.14
H -2.710 1.539 0.749 -0.40 -0.02 0.09 0.10
H -2.882 -2.304 -0.154 -1.46 2.52 -0.05 -0.06
N 1.792 -0.495 -0.683 -2.37 2.16 2.40 -0.08
N 0.262 1.281 -0.639 1.14 -1.94 -0.95 -0.06
N -0.778 1.779 0.090 -1.40 -0.51 -0.33 -0.08
N -2.095 -0.119 -0.420 0.46 1.40 0.61 -0.42
S -3.566 -0.966 -0.173 1.64 -2.32 0.03 0.61

5
Properties=species:S:1:pos:R:3:forces:R:3:lowdin_charge:R:1 method="wB97M-V/def2-TZVPD" spin_multiplicity=1 lumo_energy_ev="-3.07 / -3.07" homo_energy_ev="-10.1 / -10.1" relative_energy_kj_mol=279.31
C 0.110 0.890 1.415 -0.91 -0.10 -5.03 -0.39
N 0.265 0.760 2.531 0.44 -0.26 2.95 -0.12
P -0.579 0.178 -1.357 1.79 1.91 1.43 0.14
Cl 1.277 -0.329 -1.964 -0.13 0.51 -0.13 0.14
Cl -1.073 -1.499 -0.626 -1.19 -2.06 0.78 0.22

53
Properties=species:S:1:pos:R:3:forces:R:3:lowdin_charge:R:1 method="wB97M-V/def2-TZVPD" spin_multiplicity=1 smiles="CCN(c1ccc(OC)cc1)S(=O)(=O)c1nnc(NC(=O)COc2ccc(C)cc2)s1" lumo_energy_ev=0.33 homo_energy_ev=-8.4 relative_energy_kj_mol=184.28
C -4.627 -1.816 -2.745 0.19 0.07 -0.03 -0.07
C -3.327 -1.323 -2.125 -0.26 -0.44 -0.73 -0.24
N -3.535 -1.022 -0.717 -0.12 -0.82 0.85 -0.19
S -3.361 -2.301 0.318 0.11 -0.14 -0.14 0.62
O -3.679 -1.884 1.647 0.26 0.19 0.04 -0.28
O -4.013 -3.447 -0.225 0.20 0.07 -0.32 -0.25
C -1.591 -2.569 0.289 -0.01 0.28 0.73 -0.63
N -0.938 -2.956 -0.752 -1.38 -0.21 -0.52 -0.02
N 0.375 -2.979 -0.582 1.44 -0.12 -0.04 0.02
C 0.730 -2.593 0.603 -1.17 0.34 0.71 -0.55
N 2.031 -2.524 1.003 0.38 -0.19 -0.04 0.13
C 2.391 -2.023 2.223 0.43 -0.15 -0.34 -0.47
O 1.578 -1.686 3.051 0.07 0.11 0.31 0.03
C 3.900 -1.946 2.424 0.02 0.10 0.38 -0.10
O 4.625 -1.927 1.223 0.03 -0.02 -0.24 -0.06
C 4.504 -0.820 0.406 0.15 0.13 -0.21 -0.27
C 3.647 0.246 0.637 0.04 -0.20 0.25 -0.01
C 3.588 1.285 -0.276 0.13 -0.03 -0.15 -0.03
C 4.367 1.288 -1.424 -0.07 0.02 0.03 -0.28
C 5.226 0.216 -1.637 -0.09 0.01 0.10 -0.04
C 5.297 -0.828 -0.738 -0.08 -0.15 0.26 0.00
H 5.959 -1.663 -0.902 0.09 -0.11 -0.02 0.12
H 5.847 0.195 -2.520 0.06 0.00 -0.10 0.11
C 4.285 2.424 -2.398 0.02 0.05 0.06 -0.05
H 3.247 2.671 -2.611 -0.04 0.06 -0.08 0.08
H 4.785 2.173 -3.329 0.01 0.04 -0.09 0.07
H 4.760 3.313 -1.982 0.02 0.09 -0.05 0.08
H 2.916 2.109 -0.086 -0.09 0.09 0.02 0.12
H 3.017 0.285 1.513 -0.05 0.03 0.10 0.11
H 4.128 -1.083 3.062 -0.12 -0.10 -0.11 0.15
H 4.222 -2.853 2.947 -0.10 0.15 -0.02 0.15
H 2.743 -2.801 0.337 -0.09 0.09 0.08 0.16
S -0.598 -2.145 1.654 0.09 -0.27 -0.71 1.17
C -3.146 0.226 -0.185 -0.01 0.73 0.41 -0.29
C -3.984 0.837 0.736 0.17 0.05 -0.22 -0.01
C -3.650 2.055 1.299 0.06 0.27 0.15 0.00
C -2.464 2.687 0.938 0.05 -0.16 -0.13 -0.27
C -1.615 2.064 0.022 -0.03 0.19 0.13 0.00
C -1.945 0.843 -0.527 -0.12 -0.07 0.03 -0.02
H -1.270 0.368 -1.224 0.07 -0.06 -0.07 0.12
H -0.692 2.557 -0.240 0.11 0.06 -0.04 0.12
O -2.047 3.894 1.410 0.15 -0.21 -0.20 -0.08
C -2.874 4.581 2.319 -0.12 0.11 0.13 -0.09
H -2.357 5.513 2.540 -0.08 -0.06 0.02 0.09
H -3.012 4.014 3.245 -0.01 0.01 -0.04 0.10
H -3.852 4.806 1.881 0.03 -0.02 0.02 0.10
H -4.324 2.501 2.012 -0.05 0.07 0.07 0.11
H -4.899 0.340 1.015 -0.11 -0.01 0.02 0.12
H -2.547 -2.085 -2.226 -0.02 0.22 -0.16 0.10
H -2.998 -0.407 -2.623 0.06 -0.10 0.16 0.12
H -5.400 -1.058 -2.646 -0.10 0.06 -0.02 0.08
H -4.475 -2.032 -3.799 -0.03 -0.04 -0.14 0.08
H -4.950 -2.720 -2.237 -0.08 -0.04 -0.07 0.06

28
Properties=species:S:1:pos:R:3:forces:R:3:lowdin_charge:R:1 method="wB97M-V/def2-TZVPD" spin_multiplicity=3 lumo_energy_ev="-6.19 / -6.09" charge=+1 homo_energy_ev="-11.7 / -12.0"
Mo -0.044 -0.049 0.183 -0.55 -0.40 -1.31 0.96
N -4.000 -0.972 1.339 -0.16 0.01 0.10 0.14
C -2.705 -0.718 1.400 0.61 -0.24 -0.18 -0.82
S -1.590 -1.845 0.559 -0.05 0.27 -0.16 0.58
N -2.249 0.306 2.067 -0.84 0.36 0.51 0.01
N -0.923 0.453 1.938 0.15 -0.02 0.73 -0.24
C -0.205 0.878 2.933 -0.46 -0.07 -0.29 0.00
C 1.211 0.727 2.732 0.58 -0.07 0.07 -0.23
C 2.174 0.888 3.717 -0.36 0.09 -0.11 0.03
C 3.484 0.539 3.437 0.15 -0.11 -0.25 0.01
C 3.810 0.061 2.171 0.03 0.13 0.32 0.00
C 2.814 -0.042 1.224 -0.04 0.03 -0.16 -0.12
N 1.535 0.260 1.497 0.96 0.31 0.66 -0.16
H -4.348 -1.786 0.864 0.02 -0.03 -0.03 0.11
H -4.653 -0.357 1.801 0.02 0.02 0.00 0.13
H -0.654 1.189 3.867 -0.09 -0.01 -0.02 0.15
H 1.885 1.265 4.688 0.01 -0.01 0.00 0.14
H 4.250 0.637 4.194 0.00 0.03 0.01 0.13
H 4.827 -0.202 1.920 -0.02 -0.03 -0.05 0.13
H 3.032 -0.351 0.208 -0.02 -0.03 0.02 0.11
S 1.199 1.751 -0.879 -0.12 -0.37 0.14 0.70
C 0.177 2.454 -2.075 -0.45 -0.23 -0.02 -0.70
C 0.662 3.579 -2.802 0.14 0.21 -0.13 -0.25
N 1.047 4.494 -3.382 0.01 -0.08 0.05 0.21
C -1.078 1.976 -2.277 0.39 0.07 0.15 -0.68
S -1.684 0.662 -1.335 0.22 0.07 0.09 0.69
C -1.968 2.520 -3.246 -0.20 0.13 -0.20 -0.25
N -2.711 2.929 -4.021 0.07 -0.03 0.07 0.21

70
Properties=species:S:1:pos:R:3:forces:R:3:lowdin_charge:R:1 method="wB97M-V/def2-TZVPD" spin_multiplicity=1 lumo_energy_ev="-8.01 / -8.01" charge=+2 homo_energy_ev="-13.8 / -13.8" relative_energy_kj_mol=195.42
Pd 0.168 -0.312 -0.076 -1.54 -2.45 1.35 0.77
O -1.544 3.762 -2.197 -0.09 0.03 -0.01 0.12
C -2.517 3.911 -1.302 0.03 -0.03 -0.08 -0.23
C -3.510 4.859 -1.556 0.06 -0.03 -0.04 0.02
C -4.538 5.017 -0.660 -0.05 0.00 0.06 -0.01
C -4.617 4.256 0.524 -0.04 0.03 -0.06 -0.05
C -3.637 3.353 0.807 0.14 -0.05 -0.04 -0.01
C -2.562 3.149 -0.105 -0.17 0.09 0.16 -0.08
C -1.525 2.216 0.157 -0.54 -0.22 -0.01 -0.34
O -0.635 1.885 -0.628 0.19 -0.14 -0.35 -0.02
N -1.477 1.727 1.536 0.10 0.66 0.10 0.16
N -0.490 1.000 1.718 0.63 0.58 -0.54 -0.06
C -0.079 0.964 3.046 0.16 -0.52 0.51 -0.04
C 1.095 0.445 3.473 0.07 0.26 -0.33 -0.12
C 1.378 0.511 4.887 0.01 0.10 0.23 -0.03
C 2.581 0.185 5.368 0.20 -0.03 0.19 -0.02
C 3.664 -0.220 4.485 -0.10 0.00 -0.03 0.00
C 3.485 -0.314 3.157 -0.05 -0.01 0.07 0.01
C 2.192 -0.027 2.555 0.18 0.05 0.18 -0.35
O 2.031 -0.156 1.346 0.36 0.02 0.02 -0.05
H -0.950 3.052 -1.891 0.05 0.05 -0.03 0.07
H -3.444 5.445 -2.462 -0.01 -0.01 0.00 0.14
H -5.307 5.749 -0.868 0.01 -0.01 0.00 0.13
H -5.447 4.395 1.201 0.02 0.03 0.01 0.12
H -3.665 2.777 1.719 0.00 0.01 0.01 0.11
H -0.697 1.493 3.766 -0.30 -0.15 -0.15 0.14
H 0.602 0.852 5.561 -0.07 -0.02 -0.06 0.13
H 2.763 0.245 6.432 0.08 -0.02 -0.01 0.12
H 4.633 -0.441 4.914 -0.02 0.00 0.03 0.13
H 4.277 -0.612 2.485 -0.01 0.02 -0.02 0.13
N -0.195 -2.039 -1.234 0.50 0.77 -0.64 0.02
H -1.186 -2.242 -1.328 0.01 0.02 0.10 0.07
H 0.295 -2.897 -1.005 0.00 0.04 0.12 0.06
H 0.141 -1.697 -2.143 -0.14 -0.03 -0.04 0.06
C 2.676 -0.451 -2.494 0.00 0.00 0.06 -0.06
C 1.669 0.395 -3.233 0.06 -0.01 -0.05 -0.24
O 0.341 0.018 -2.837 0.24 0.24 -0.16 -0.28
C -0.647 0.659 -3.654 -0.12 -0.06 -0.02 -0.24
C -2.026 0.251 -3.185 -0.01 -0.07 0.01 -0.06
H 3.682 -0.084 -2.695 0.00 -0.03 -0.02 0.09
H 2.632 -1.494 -2.812 -0.01 0.00 0.01 0.08
H 2.528 -0.400 -1.410 0.01 0.03 0.01 0.05
H 1.768 0.250 -4.312 0.00 0.02 -0.01 0.13
H 1.815 1.458 -3.022 -0.04 0.01 0.02 0.13
H -0.488 0.355 -4.692 0.01 0.05 -0.02 0.13
H -0.510 1.743 -3.609 0.04 -0.01 0.07 0.11
H -2.304 -0.734 -3.562 0.02 0.00 0.03 0.08
H -2.773 0.962 -3.536 0.00 -0.03 -0.03 0.09
H -2.066 0.234 -2.093 -0.02 0.08 0.01 0.05
C -1.123 -4.554 4.139 0.03 -0.04 0.03 -0.22
Ge -2.407 -4.504 2.677 0.09 0.12 -0.11 0.78
C -3.978 -3.455 3.103 -0.06 0.00 0.06 -0.21
C -2.750 -6.234 1.884 -0.06 -0.08 0.04 -0.20
C -1.570 -3.468 1.131 0.00 -0.10 -0.19 -0.55
Se -0.366 -2.106 1.730 0.18 0.90 -0.41 1.08
C 1.255 -3.162 1.802 0.01 -0.06 -0.08 -0.27
H -1.632 -4.891 5.042 0.02 0.00 0.00 0.04
H -0.706 -3.567 4.345 0.00 -0.01 0.04 0.01
H -0.312 -5.254 3.937 0.00 0.01 0.02 0.03
H -4.446 -3.822 4.016 -0.01 0.01 -0.01 0.04
H -4.710 -3.518 2.297 0.00 0.02 0.01 0.03
H -3.710 -2.408 3.258 -0.03 0.00 0.01 0.02
H -3.298 -6.865 2.584 0.01 -0.01 -0.02 0.04
H -1.812 -6.733 1.637 -0.02 -0.01 -0.01 0.03
H -3.349 -6.131 0.979 0.00 -0.02 0.00 0.03
H -2.392 -2.977 0.608 0.01 0.00 0.00 0.03
H -1.056 -4.154 0.455 0.00 0.05 -0.02 0.03
H 0.985 -4.125 2.230 -0.03 0.01 0.01 0.04
H 1.969 -2.654 2.442 -0.01 -0.01 0.00 0.03
H 1.669 -3.282 0.805 0.04 -0.02 0.00 0.05

52
Properties=species:S:1:pos:R:3:forces:R:3:lowdin_charge:R:1 method="wB97M-V/def2-TZVPD" spin_multiplicity=3 lumo_energy_ev="-11.12 / -11.11" charge=+3 homo_energy_ev="-17.9 / -18.0" relative_energy_kj_mol=0.00
W -0.495 -0.085 -0.480 -0.37 -0.62 -1.14 1.65
C -2.333 2.342 -1.682 0.08 0.23 0.13 -0.01
C -0.954 2.835 -1.362 -0.20 -0.39 -0.02 -0.26
C -0.606 4.172 -1.280 0.18 0.06 0.03 0.05
C 0.700 4.520 -0.966 -0.21 0.04 -0.05 0.05
C 1.661 3.527 -0.805 0.10 -0.21 -0.02 0.06
C 1.280 2.212 -0.933 -0.10 0.22 -0.13 -0.18
N -0.026 1.871 -1.163 0.01 0.45 0.24 -0.03
C 2.164 1.042 -0.943 0.08 -0.12 -0.12 -0.19
C 3.541 0.993 -0.865 -0.03 0.05 -0.05 0.06
C 4.161 -0.245 -0.997 -0.04 -0.01 -0.01 0.05
C 3.413 -1.388 -1.270 -0.07 -0.03 -0.06 0.07
C 2.038 -1.273 -1.349 0.06 0.13 -0.04 -0.17
N 1.448 -0.083 -1.129 1.28 -0.06 -0.12 -0.05
C 1.054 -2.284 -1.766 -0.10 -0.16 -0.09 -0.17
C 1.372 -3.518 -2.276 0.08 0.14 0.13 0.05
C 0.357 -4.305 -2.815 -0.16 0.04 -0.01 0.05
C -0.931 -3.808 -2.863 0.13 -0.13 -0.05 0.04
C -1.215 -2.559 -2.327 -0.11 0.23 0.18 -0.26
C -2.594 -1.979 -2.399 0.09 -0.13 0.03 -0.02
N -0.241 -1.816 -1.747 -0.06 -0.52 -0.05 -0.02
H -2.261 1.453 -2.318 -0.15 -0.05 0.01 0.08
H -2.912 3.084 -2.230 0.07 0.00 -0.06 0.11
H -2.895 2.125 -0.770 0.02 -0.06 -0.02 0.08
H -1.357 4.930 -1.453 -0.01 -0.01 -0.03 0.15
H 0.976 5.563 -0.875 0.01 0.00 0.01 0.15
H 2.691 3.780 -0.595 0.00 0.00 -0.04 0.14
H 4.124 1.890 -0.709 0.00 -0.01 -0.01 0.14
H 5.238 -0.319 -0.920 0.00 0.01 -0.01 0.15
H 3.903 -2.338 -1.429 0.00 0.00 -0.01 0.14
H 2.396 -3.864 -2.288 0.00 0.03 0.01 0.14
H 0.588 -5.280 -3.225 -0.02 0.00 -0.01 0.15
H -1.723 -4.379 -3.330 -0.03 0.03 0.02 0.15
H -3.278 -2.489 -1.718 0.02 0.01 0.03 0.11
H -3.003 -2.096 -3.403 0.03 0.02 -0.02 0.12
H -2.583 -0.911 -2.168 -0.12 0.03 -0.05 0.02
O 0.509 -1.054 1.182 -0.13 0.36 -0.50 -0.36
S 0.638 0.206 2.035 0.13 0.41 0.48 0.81
O 1.870 0.880 1.864 0.03 -0.03 0.69 -0.19
N -0.661 0.974 1.301 -0.08 -0.35 1.08 -0.25
C -1.699 0.266 1.852 -0.59 0.04 -0.20 -0.70
S -2.697 -0.474 0.699 0.04 0.30 0.21 0.84
C -1.519 -0.027 3.263 -0.08 0.08 0.43 -0.21
C -2.460 -0.212 4.264 0.02 -0.07 -0.25 0.05
C -2.004 -0.320 5.577 0.04 -0.02 0.09 0.02
C -0.650 -0.265 5.885 -0.04 -0.02 -0.08 0.02
C 0.319 -0.134 4.882 0.24 -0.15 0.05 0.03
C -0.149 -0.019 3.600 -0.03 0.16 -0.62 -0.20
H -3.518 -0.232 4.035 0.00 0.04 0.03 0.14
H -2.724 -0.434 6.376 0.01 0.00 0.00 0.14
H -0.327 -0.334 6.915 -0.02 -0.02 0.00 0.14
H 1.375 -0.141 5.118 -0.01 0.02 -0.02 0.15

14
Properties=species:S:1:pos:R:3:forces:R:3:lowdin_charge:R:1 method="wB97M-V/def2-TZVPD" spin_multiplicity=1 lumo_energy_ev=-5.14 charge=+1 homo_energy_ev=-15.1 relative_energy_kj_mol=492.31
C -2.834 1.555 0.456 1.18 -1.71 -1.43 0.32
C -0.939 -1.143 -0.564 1.08 1.15 1.17 -0.11
C 2.723 0.791 -0.273 2.19 -1.37 2.36 -0.03
N -2.191 0.798 -0.135 -1.84 1.42 3.49 0.02
N -1.446 0.038 -0.757 -0.12 -0.21 -2.46 0.07
N -0.737 -1.804 0.588 -0.48 0.04 -0.88 0.20
H 3.370 -0.090 0.122 -0.89 1.77 -1.14 0.08
H -3.555 2.051 1.034 -0.53 0.81 0.38 0.11
H -0.465 -1.277 -1.523 0.86 -1.72 0.34 0.15
H 3.193 1.663 -0.625 1.59 0.61 -0.78 0.01
H 2.232 1.210 0.553 -1.06 0.17 1.55 -0.01
H 2.023 0.541 -0.969 -1.87 -1.20 -1.98 -0.04
H -1.376 -1.879 1.352 -0.66 0.83 0.26 0.12
H 0.004 -2.453 0.742 0.55 -0.58 -0.87 0.12

62
Properties=species:S:1:pos:R:3:forces:R:3:lowdin_charge:R:1 method="wB97M-V/def2-TZVPD" spin_multiplicity=1 lumo_energy_ev=-11.44 charge=+2 homo_energy_ev=-12.6 relative_energy_kj_mol=0.00
Tl -1.930 -0.293 0.740 0.06 -0.05 0.20 0.99
C 1.154 3.148 -5.902 1.48 1.94 0.46 0.04
C 0.102 1.953 -5.749 0.71 -3.74 -0.73 -0.37
C -0.222 1.496 -7.190 1.42 -1.12 0.83 -0.02
O 0.536 0.940 -4.870 -0.90 3.35 -2.70 0.20
H 1.583 3.483 -4.958 -0.53 -0.15 0.13 0.10
H 0.725 3.981 -6.459 -1.10 -0.13 0.55 0.11
H 2.005 3.001 -6.567 -0.07 -1.54 0.11 0.10
H -0.779 2.323 -5.225 -0.29 1.09 0.97 0.19
H 0.737 1.161 -7.585 0.25 -0.20 -0.20 0.10
H -0.560 2.187 -7.963 -0.48 0.34 0.76 0.11
H -0.775 0.560 -7.115 -0.48 0.19 -0.23 0.10
C -2.745 -6.116 -4.434 -0.94 -1.06 2.04 -0.18
C -3.924 -5.168 -4.234 0.62 -0.01 0.99 -0.24
O -3.909 -4.640 -2.897 0.01 0.42 -0.41 -0.09
O -2.794 -7.218 -3.413 -0.39 1.41 -1.43 -0.10
H -1.891 -5.505 -4.143 0.37 -0.16 -0.70 0.11
H -2.790 -6.523 -5.444 0.50 0.04 0.00 0.12
H -4.925 -5.535 -4.461 0.18 -0.32 -0.22 0.12
H -3.670 -4.328 -4.881 -0.41 0.15 -0.08 0.11
H -4.127 -5.329 -2.265 0.04 -0.33 -0.18 0.08
H -1.984 -7.721 -3.522 0.04 -0.09 0.00 0.07
C 5.226 -0.256 3.032 0.49 -0.22 -1.39 -0.82
O 4.229 -0.130 2.385 -2.85 0.69 -1.29 0.06
N 5.598 -1.371 3.575 -0.31 -4.16 2.12 0.16
N 6.222 0.576 3.042 1.90 3.72 0.06 0.17
H 5.113 -2.159 3.170 0.38 -0.37 0.84 0.13
H 6.461 -1.405 4.099 -0.42 -0.79 -0.30 0.12
H 6.098 1.380 2.443 0.69 0.16 0.57 0.13
H 7.046 0.296 3.553 0.08 0.97 -0.65 0.12
C -5.369 6.257 -0.835 -1.49 2.09 0.12 -0.76
O -4.961 5.188 -0.614 2.20 -5.36 0.42 0.09
N -4.531 7.325 -0.913 0.22 1.72 -0.43 0.16
N -6.683 6.501 -0.949 -0.90 1.86 -0.38 0.17
H -3.571 7.172 -1.188 -0.29 -0.06 0.54 0.11
H -4.782 8.160 -0.404 0.29 0.01 -0.32 0.11
H -7.415 5.805 -0.918 0.53 0.06 0.14 0.12
H -6.904 7.456 -1.189 -0.54 -0.36 -0.09 0.11
C 1.404 6.195 1.853 -3.75 0.12 2.99 -0.76
O 0.701 5.206 1.906 0.42 -1.72 0.70 0.05
N 1.980 6.599 0.807 3.13 1.61 -5.08 0.18
N 1.370 7.168 2.822 -0.01 0.15 2.37 0.14
H 2.048 5.982 0.010 -0.21 0.52 -0.02 0.13
H 2.119 7.598 0.759 0.61 -0.43 -0.67 0.12
H 1.695 8.118 2.717 0.32 -0.38 -0.39 0.10
H 1.559 6.813 3.749 -0.51 0.10 0.06 0.11
C 2.310 -6.679 1.123 -4.56 3.30 2.76 -0.84
O 1.732 -5.589 1.064 0.38 1.03 -0.99 0.03
N 3.194 -7.135 0.384 4.92 -0.42 -5.17 0.20
N 1.948 -7.502 2.045 -1.88 -3.12 3.74 0.17
H 3.385 -6.421 -0.304 1.16 -0.90 -0.62 0.14
H 3.611 -8.043 0.532 0.26 0.57 -0.61 0.14
H 2.223 -8.464 1.908 -0.54 -0.01 0.54 0.12
H 1.032 -7.291 2.415 0.24 -0.42 0.33 0.13
C -0.512 -1.661 7.754 0.18 1.00 -0.70 -0.75
O -0.577 -1.636 6.541 -0.08 -0.30 -0.90 0.02
N -0.173 -0.585 8.482 0.46 1.23 0.52 0.15
N -0.756 -2.700 8.530 -0.80 -2.73 1.32 0.16
H 0.197 0.212 7.984 -0.25 -0.07 0.49 0.11
H -0.362 -0.610 9.474 0.35 0.63 -0.34 0.10
H -1.142 -3.560 8.168 0.17 0.35 -0.09 0.12
H -0.579 -2.666 9.524 -0.05 -0.08 -0.36 0.11

Electronic energy for every record listed, in sequence, given in Eh: -736.17809, -1354.51078, -2166.89175, -2014.41617, -5969.42613, -2157.97395, -282.97625, -1722.02599.